C10H20F4N4NbO | ωB97M-V with the def2-TZVPD basis set

Kohn-Sham gap	6.6	eV
lowest unoccupied orbital energy	2.494	eV
energy	-31118.973	eV
energy above the lowest of the compared OMol25 structures with the same formula, charge and spin	0.00	kcal per mole
total charge	-1
max |F|	1.2	eV/Å

Element x y z (Å)
N (0.39629, -1.14605, 1.04389)
C (-0.74658, -0.22901, 0.76284)
Nb (-0.96810, 0.61185, -1.25941)
F (-1.12032, 1.31925, -2.98774)
C (-1.68156, -1.37172, -2.09214)
C (-1.08997, -2.62828, -1.49201)
O (0.31515, -2.64544, -1.76605)
C (-3.31645, 0.86663, -0.74140)
F (-4.10516, 1.12751, -1.84901)
F (-3.91138, -0.26373, -0.19057)
F (-3.69482, 1.86155, 0.15480)
H (0.20853, -1.69401, 1.87271)
H (1.23505, -0.60884, 1.21515)
H (-0.65171, 0.67814, 1.38089)
H (-1.67011, -0.71461, 1.09954)
H (-0.91285, 2.35331, -0.61164)
H (0.77797, 0.28388, -1.48415)
H (-1.39446, -1.33116, -3.15364)
H (-2.77356, -1.45743, -2.06334)
H (-1.54190, -3.53147, -1.93846)
H (-1.28323, -2.67065, -0.41358)
H (0.70724, -3.38058, -1.28756)
C (-1.82379, 4.52677, 0.79374)
C (-1.31663, 3.59831, 1.79177)
N (-0.94945, 2.76892, 2.49397)
H (-2.90261, 4.40711, 0.70670)
H (-1.58818, 5.55677, 1.06193)
H (-1.36818, 4.27448, -0.16337)
C (2.65779, -3.17432, 4.53894)
C (1.78652, -2.02117, 4.35310)
N (1.08854, -1.12874, 4.17351)
H (3.03109, -3.51249, 3.57345)
H (3.50275, -2.90870, 5.17230)
H (2.10511, -3.98648, 5.00848)
C (4.08098, 0.80192, -3.30842)
C (3.38209, 1.52837, -2.25801)
N (2.77165, 2.00306, -1.41202)
H (4.96873, 0.31937, -2.90253)
H (3.41623, 0.03968, -3.71420)
H (4.37929, 1.47799, -4.10842)